1.
{
  "formula": "C18H42N6O6",
  "method": "ωB97M-V/def2-TZVPD",
  "total_energy_ev": -40571.450,
  "relative_energy_kcal_mol": 97.4,
  "smiles": "CN(C)C=O.CN(C)C=O.CN(C)C=O.CN(C)C=O.CN(C)C=O.CN(C)C=O",
  "fmax_ev_per_a": 3.82,
  "charge": 0,
  "e_lumo_ev": 0.5,
  "gap_ev": 9.519,
  "symbols": ["C", "N", "C", "C", "O", "H", "H", "H", "H", "H", "H", "H", "C", "N", "C", "C", "O", "H", "H", "H", "H", "H", "H", "H", "C", "N", "C", "C", "O", "H", "H", "H", "H", "H", "H", "H", "C", "N", "C", "C", "O", "H", "H", "H", "H", "H", "H", "H", "C", "N", "C", "C", "O", "H", "H", "H", "H", "H", "H", "H", "C", "N", "C", "C", "O", "H", "H", "H", "H", "H", "H", "H"],
  "positions_angstrom": [[-11.60159, -16.47822, -11.49774], [-11.19709, -15.16103, -11.94294], [-11.29461, -14.84145, -13.34209], [-10.35553, -14.42451, -11.14195], [-9.87087, -13.35998, -11.46144], [-11.07440, -17.22254, -12.07772], [-12.73520, -16.66938, -11.59163], [-11.36029, -16.71032, -10.43792], [-11.15955, -13.78093, -13.44892], [-10.50367, -15.32689, -13.91282], [-12.28508, -15.09689, -13.72528], [-10.31434, -14.93565, -10.10418], [-13.05651, -19.75058, -1.84194], [-13.21429, -21.08014, -2.52238], [-14.40925, -21.84490, -2.12068], [-12.23955, -21.59492, -3.25150], [-11.15181, -21.04920, -3.58321], [-12.14320, -19.27963, -2.14783], [-13.01755, -19.93848, -0.74760], [-14.00860, -19.21906, -2.09587], [-14.44430, -21.96055, -1.03527], [-15.29749, -21.34838, -2.46581], [-14.36019, -22.82559, -2.66660], [-12.61031, -22.50752, -3.81867], [-8.41167, -16.50749, -3.75188], [-9.74387, -17.05647, -3.78037], [-9.90598, -18.35330, -4.32603], [-10.68764, -16.57629, -2.91061], [-11.82042, -17.02809, -2.74725], [-7.63645, -17.13497, -3.32851], [-8.48928, -15.55281, -3.21079], [-8.08649, -16.19624, -4.75784], [-9.35294, -18.48613, -5.27160], [-9.51257, -19.18335, -3.78017], [-10.94253, -18.48601, -4.45236], [-10.43083, -15.60200, -2.45832], [-14.71886, -15.47132, -4.60956], [-15.51421, -16.64966, -4.90181], [-15.67433, -17.64085, -3.86720], [-16.28465, -16.65391, -6.02410], [-16.85349, -17.69995, -6.48223], [-15.16799, -14.95237, -3.82725], [-14.63680, -14.88793, -5.50365], [-13.74549, -15.74231, -4.32664], [-14.65682, -18.07098, -3.65848], [-16.04133, -17.08222, -2.98634], [-16.36187, -18.43715, -4.16814], [-16.21064, -15.67483, -6.51675], [-10.97744, -11.12875, -8.00847], [-12.31011, -11.70180, -7.93799], [-12.50371, -12.85979, -8.79427], [-13.26244, -11.30566, -7.03757], [-14.35531, -11.86544, -6.84368], [-10.88986, -10.38647, -7.20107], [-10.71844, -10.67075, -8.99008], [-10.25884, -11.93931, -7.89023], [-12.72376, -12.69615, -9.87676], [-11.66708, -13.60196, -8.76940], [-13.41696, -13.26076, -8.30962], [-12.97643, -10.42209, -6.41389], [-14.59532, -18.67252, -8.48946], [-13.33012, -18.80476, -7.66400], [-13.21689, -19.89863, -6.74377], [-12.42014, -17.82002, -7.78502], [-12.51945, -16.93415, -8.65044], [-14.83871, -17.62275, -8.65138], [-15.34686, -19.07977, -7.83837], [-14.57170, -19.20894, -9.52845], [-13.24290, -20.88631, -7.27308], [-12.38914, -19.78165, -6.05729], [-14.14556, -19.90953, -6.11344], [-11.60599, -17.84589, -7.04824]],
  "atomic_forces_ev_per_a": [[-1.36, -0.80, 0.37], [0.60, 0.00, 1.18], [-0.24, 0.08, -0.01], [-1.38, -0.78, 0.47], [0.35, -0.24, 0.37], [0.01, -0.43, -0.43], [1.68, 0.50, -0.01], [-0.15, 0.73, -0.71], [0.07, 0.49, -0.07], [-0.06, -0.24, -0.18], [0.16, -0.17, 0.01], [0.37, 0.90, -1.17], [-1.44, -1.64, 0.21], [-0.44, 1.15, 1.81], [1.22, -0.75, -1.17], [1.65, 0.34, -2.98], [-2.30, -1.19, 1.25], [0.04, 0.35, -0.41], [-0.10, 0.23, -0.54], [1.17, 0.07, 0.39], [0.04, -0.18, -0.14], [-0.46, 0.40, -0.05], [-0.12, 0.73, 0.84], [0.66, 0.33, 0.84], [-0.15, 1.71, -0.49], [0.37, 0.40, 1.50], [0.76, -0.57, -1.48], [-1.02, 0.23, -0.82], [1.15, -0.01, -0.14], [-0.10, -0.33, 0.28], [0.36, -0.36, 0.13], [-0.14, -0.41, 0.12], [-0.47, 0.64, -0.06], [0.10, -0.32, 1.21], [-1.20, -0.59, -0.37], [0.34, -0.24, 0.04], [-0.69, -1.08, -1.06], [-0.90, 0.08, -1.22], [1.14, 0.00, 0.34], [-0.05, -3.43, -0.59], [1.10, 3.38, 1.39], [-0.69, 1.32, 1.39], [-0.09, 0.59, -0.37], [1.42, -0.57, 0.49], [-0.99, 0.28, 0.07], [0.13, -0.64, -0.01], [0.11, 0.36, -0.04], [-0.43, -0.24, -0.45], [-0.08, 0.60, 0.06], [0.53, 0.37, -0.69], [-1.41, -0.98, 0.44], [-0.93, -0.91, 0.27], [1.77, 0.84, -0.54], [0.29, -0.19, -0.34], [-0.56, -0.13, 0.56], [0.15, 0.06, 0.32], [0.22, 0.53, 0.84], [-0.58, 0.77, 0.42], [0.46, -0.63, -0.82], [0.12, -0.41, -0.51], [1.14, -0.95, -0.60], [-0.67, 0.93, -1.46], [-1.88, -0.80, 0.36], [-0.71, 0.65, -1.17], [0.45, -0.75, 1.31], [0.33, -0.13, 0.02], [-0.61, -0.32, -0.13], [0.23, 0.81, 2.01], [0.51, 0.77, 0.41], [0.42, -0.13, -0.16], [0.67, 0.01, -0.30], [0.09, -0.10, -0.02]]
}

=====

2.
{
  "formula": "C18H42O14P2S",
  "method": "ωB97M-V/def2-TZVPD",
  "total_energy_ev": -77425.528,
  "smiles": "CCOC(=O)OCCCS(=O)(=O)O.CCOP(=O)(OCC)OCC.CCOP(=O)(OCC)OCC",
  "fmax_ev_per_a": 6.76,
  "charge": 0,
  "e_lumo_ev": -0.3,
  "gap_ev": 9.904,
  "symbols": ["C", "C", "O", "C", "O", "O", "C", "C", "C", "S", "O", "O", "O", "H", "H", "H", "H", "H", "H", "H", "H", "H", "H", "H", "H", "C", "C", "O", "P", "O", "O", "C", "C", "O", "C", "C", "H", "H", "H", "H", "H", "H", "H", "H", "H", "H", "H", "H", "H", "H", "H", "C", "C", "O", "P", "O", "O", "C", "C", "O", "C", "C", "H", "H", "H", "H", "H", "H", "H", "H", "H", "H", "H", "H", "H", "H", "H"],
  "positions_angstrom": [[-3.19539, -0.80636, 0.14377], [-2.42075, 0.01824, 1.17940], [-1.50865, 0.86273, 0.43765], [-0.42784, 1.24508, 1.13642], [0.48818, 1.78775, 0.56700], [-0.36838, 1.04208, 2.48604], [0.39040, -0.16841, 2.74242], [1.80633, 0.07168, 3.31853], [2.37498, 1.50162, 3.18519], [3.83269, 1.58260, 2.13455], [4.67907, 0.48050, 2.47709], [4.43803, 2.85805, 2.29216], [3.43310, 1.45189, 0.60260], [-3.91007, -1.44751, 0.66519], [-3.68802, -0.17681, -0.59855], [-2.46059, -1.44272, -0.36129], [-3.12020, 0.66890, 1.71198], [-1.93278, -0.69453, 1.84155], [-0.17595, -0.73911, 3.48193], [0.47998, -0.71803, 1.80103], [1.84899, -0.24179, 4.36219], [2.48441, -0.59944, 2.77718], [2.76257, 1.79450, 4.16480], [1.66605, 2.27663, 2.89573], [3.22121, 0.53099, 0.38548], [-6.93832, 3.87762, -4.29920], [-5.56915, 3.23982, -4.45337], [-4.56741, 3.85612, -3.63683], [-4.76803, 3.74760, -2.00874], [-4.40833, 2.31968, -1.73529], [-3.41920, 4.43790, -1.39040], [-2.41731, 3.67738, -0.71059], [-1.41430, 3.07216, -1.66874], [-5.60994, 5.15871, -1.90515], [-5.02469, 6.42352, -1.54643], [-4.01169, 6.97109, -2.53144], [-7.32357, 3.76167, -3.28219], [-7.65649, 3.41312, -4.97648], [-6.89508, 4.94575, -4.51030], [-5.62212, 2.17446, -4.20842], [-5.23459, 3.32708, -5.48633], [-2.87667, 2.92516, -0.07369], [-1.89991, 4.36548, -0.03711], [-1.88290, 2.58492, -2.52499], [-0.79242, 2.34365, -1.16864], [-0.76505, 3.84909, -2.07975], [-4.61391, 6.36221, -0.53995], [-5.85535, 7.12900, -1.48103], [-3.26657, 6.24792, -2.84828], [-3.48030, 7.81133, -2.08210], [-4.50282, 7.31331, -3.44486], [1.39744, -6.05815, -1.09293], [1.33285, -5.58308, 0.34742], [2.62318, -5.31995, 0.91058], [3.49461, -4.10265, 0.23088], [2.78979, -2.88135, 0.74342], [4.83345, -3.99492, 1.16501], [5.06936, -2.87460, 2.02051], [4.39032, -3.03895, 3.36432], [4.24947, -5.09062, -0.84485], [5.56301, -5.64707, -0.64791], [5.68647, -6.62400, 0.50377], [1.81738, -5.29182, -1.75063], [0.39953, -6.29669, -1.46351], [2.02694, -6.94296, -1.18185], [0.72278, -4.67668, 0.41600], [0.86518, -6.34628, 0.96823], [4.77973, -1.95010, 1.52946], [6.14862, -2.80730, 2.16996], [3.35447, -3.36924, 3.27608], [4.40492, -2.09850, 3.91783], [4.90369, -3.79725, 3.95968], [6.29166, -4.84185, -0.57201], [5.80511, -6.17448, -1.57242], [5.24503, -6.27314, 1.43147], [6.74004, -6.82747, 0.70037], [5.18374, -7.56519, 0.27136]],
  "atomic_forces_ev_per_a": [[0.71, 0.12, 0.19], [-1.62, -0.30, -1.02], [0.54, -0.74, 1.92], [1.28, 1.25, -1.05], [-0.47, -0.34, 0.32], [-0.65, -0.69, -0.42], [0.41, 0.11, 0.40], [0.07, 0.22, -0.70], [-0.11, -0.29, 0.09], [1.25, 0.28, 0.64], [-0.37, -1.02, -0.07], [-0.60, 0.82, -0.30], [-0.38, 0.05, 0.48], [-0.04, 0.11, -0.14], [-0.06, -0.02, 0.15], [-0.26, -0.02, -0.09], [0.28, -0.12, 0.25], [0.25, 0.44, 0.11], [-0.10, -0.06, -0.31], [-0.11, -0.14, 0.21], [-0.09, 0.14, -0.07], [-0.11, -0.07, 0.25], [0.30, 0.12, -0.28], [0.00, -0.23, -0.27], [0.00, -0.04, 0.00], [-0.02, 0.09, 0.09], [-0.17, -0.26, -0.12], [-0.71, -0.05, 0.57], [6.03, 2.30, -2.01], [-3.59, -0.03, 0.90], [-0.72, 0.23, 0.07], [0.36, -0.22, 0.02], [0.08, 0.23, -0.50], [-1.11, -2.22, 0.51], [0.22, 0.54, 0.69], [-0.06, -0.13, -0.57], [0.00, -0.02, -0.04], [0.07, -0.04, -0.04], [0.00, 0.00, -0.01], [0.06, 0.01, -0.02], [0.16, 0.07, 0.07], [-0.13, -0.09, -0.18], [-0.13, 0.19, -0.13], [-0.26, -0.04, 0.16], [0.11, 0.06, -0.01], [-0.01, 0.03, 0.07], [0.15, -0.16, -0.09], [-0.21, -0.29, -0.11], [0.00, -0.12, 0.24], [-0.13, 0.04, 0.05], [-0.06, 0.11, 0.09], [0.11, 0.01, -0.07], [-0.32, 0.06, -0.08], [0.05, 0.41, -0.81], [2.50, -2.42, 5.78], [-0.73, 0.29, -3.59], [-0.14, -0.21, -0.70], [-0.01, 0.32, 0.31], [-0.04, -0.20, 0.25], [-1.67, 1.81, -0.77], [0.93, 0.14, -0.12], [-0.48, -0.33, 0.15], [-0.05, -0.02, 0.01], [-0.02, 0.01, 0.08], [-0.01, -0.01, 0.00], [0.01, -0.01, 0.06], [0.15, 0.02, 0.11], [-0.16, -0.03, 0.02], [0.01, -0.22, -0.13], [-0.03, 0.13, -0.21], [0.08, 0.01, -0.05], [0.03, 0.04, 0.00], [-0.12, 0.07, 0.19], [-0.35, 0.10, -0.11], [0.06, 0.25, -0.05], [0.02, -0.01, -0.15], [0.11, -0.02, -0.10]]
}

=====

3.
{
  "formula": "C18H43BBa2F4O10",
  "method": "ωB97M-V/def2-TZVPD",
  "total_energy_ev": -52766.790,
  "relative_energy_kcal_mol": 0.0,
  "fmax_ev_per_a": 2.40,
  "charge": 2,
  "e_lumo_ev": -5.7,
  "gap_ev": 7.034,
  "symbols": ["Ba", "Ba", "B", "F", "F", "F", "F", "C", "C", "O", "O", "H", "H", "H", "C", "O", "C", "C", "O", "C", "H", "H", "H", "H", "H", "H", "H", "H", "H", "H", "C", "O", "C", "C", "O", "C", "H", "H", "H", "H", "H", "H", "H", "H", "H", "H", "C", "O", "C", "C", "O", "C", "H", "H", "H", "H", "H", "H", "H", "H", "H", "H", "C", "O", "C", "C", "O", "C", "H", "H", "H", "H", "H", "H", "H", "H", "H", "H"],
  "positions_angstrom": [[-1.69291, -0.62373, -2.37647], [-3.35632, 0.99799, 3.16844], [-0.06056, -0.30271, 0.63760], [0.32926, 0.56420, -0.41783], [0.95699, -0.51987, 1.52075], [-1.13126, 0.31748, 1.37275], [-0.53151, -1.51715, 0.06494], [-3.24072, -3.28860, 1.38613], [-3.68180, -1.95757, 0.81986], [-4.14696, -1.04163, 1.56504], [-3.46266, -1.69610, -0.39811], [-2.74542, -3.23241, 2.34840], [-2.59574, -3.78332, 0.66288], [-4.12850, -3.91812, 1.48518], [-4.20670, 1.57034, 6.70502], [-3.19536, 0.93563, 5.89924], [-2.39663, -0.03277, 6.61867], [-1.26732, -0.56208, 5.77541], [-1.77221, -0.90726, 4.51814], [-0.81772, -1.56898, 3.66954], [-5.21473, 1.26463, 6.41479], [-4.12448, 2.63628, 6.48952], [-4.06296, 1.35539, 7.76023], [-3.05721, -0.84681, 6.92815], [-2.02435, 0.48546, 7.50463], [-0.80498, -1.39115, 6.32860], [-0.42322, 0.14039, 5.69042], [-0.56729, -2.50251, 4.18799], [0.12333, -1.01921, 3.65340], [-1.14639, -1.83203, 2.67452], [1.61199, 3.12332, 2.11725], [2.90065, 3.55779, 1.77609], [3.78251, 2.51282, 1.33397], [5.16957, 2.92993, 0.87780], [5.16611, 3.46580, -0.43553], [4.65229, 4.79794, -0.52389], [1.33905, 2.18444, 1.62446], [0.93646, 3.88451, 1.71454], [1.50622, 3.06494, 3.20363], [3.20800, 1.92956, 0.60635], [3.91747, 1.85767, 2.21092], [5.71465, 1.99186, 0.77520], [5.66394, 3.61736, 1.56875], [4.67538, 5.05459, -1.57960], [5.24052, 5.48331, 0.08683], [3.60787, 4.76709, -0.20455], [-1.63797, -4.56162, -2.32530], [-0.85789, -3.38376, -2.39186], [0.49083, -3.61554, -2.76576], [1.45156, -2.58987, -2.25215], [1.34984, -1.39223, -3.05316], [2.45481, -0.51395, -2.91007], [-2.54443, -4.32339, -1.76051], [-1.15141, -5.37313, -1.78434], [-2.01538, -4.89120, -3.29730], [0.59151, -3.78030, -3.84180], [0.87279, -4.53363, -2.29627], [2.46008, -2.97922, -2.43257], [1.36946, -2.33780, -1.19314], [2.39315, 0.18151, -2.07205], [2.46087, 0.06377, -3.84001], [3.42637, -1.01479, -2.93127], [-0.15757, 2.52242, -2.74477], [-0.87997, 1.55584, -3.51414], [-0.86822, 1.83903, -4.92922], [-0.16109, 0.68843, -5.58471], [-0.95744, -0.46129, -5.31256], [-0.47655, -1.58504, -6.03370], [0.90607, 2.45384, -2.97719], [-0.29153, 2.37917, -1.67339], [-0.63054, 3.47966, -2.98016], [-0.37208, 2.78808, -5.12896], [-1.88811, 1.90399, -5.30433], [0.88286, 0.51092, -5.30510], [-0.08087, 0.82994, -6.67060], [-0.46385, -1.52211, -7.11957], [-0.88477, -2.53756, -5.68913], [0.56314, -1.74693, -5.69496]],
  "atomic_forces_ev_per_a": [[0.27, -1.27, 0.70], [0.38, -1.80, -0.66], [0.38, -0.14, 0.35], [-0.56, -0.33, -0.05], [0.29, -0.09, -0.21], [-0.70, 0.37, -0.08], [-0.04, 0.67, -0.04], [-0.62, -0.34, -0.62], [1.11, 1.66, -1.10], [0.09, 0.49, 1.61], [0.21, -0.55, -0.22], [-0.14, 0.20, 0.12], [0.09, 0.08, 0.07], [0.02, 0.00, 0.19], [0.00, 0.34, -0.43], [0.10, -0.21, -0.53], [-0.54, 0.25, 0.30], [0.79, 0.49, 0.73], [-0.82, 0.27, -1.48], [1.28, -1.02, 1.65], [0.10, -0.34, 0.01], [0.00, 0.06, 0.43], [0.05, 0.15, 0.03], [0.05, -0.02, -0.01], [0.23, -0.28, 0.04], [-0.36, -0.33, -0.27], [-0.34, 0.28, -0.22], [-0.07, -0.13, -0.22], [-0.19, 0.31, -0.33], [-0.58, 0.52, 0.02], [0.00, 0.44, -0.49], [0.85, 0.31, -0.51], [-0.82, -0.36, 1.56], [-0.94, 0.15, -1.07], [0.22, 0.25, -0.04], [-0.33, -1.01, -0.02], [0.14, -0.17, 0.21], [-0.19, 0.01, 0.30], [-0.11, -0.22, 0.03], [0.53, -0.05, -0.43], [0.16, -0.15, -0.16], [0.27, 0.09, 0.27], [-0.06, -0.13, 0.20], [0.23, 0.21, 0.04], [-0.04, 0.15, -0.05], [0.04, 0.44, 0.14], [-1.34, -0.13, 0.30], [0.24, 0.58, -0.09], [0.59, -0.93, 0.60], [0.67, 0.96, -0.95], [-0.57, -0.15, 0.64], [0.23, 0.58, -1.13], [0.16, 0.19, 0.07], [0.32, 0.05, -0.20], [0.52, -0.08, -0.16], [-0.04, 0.29, -0.08], [-0.48, -0.15, -0.01], [-0.06, -0.18, 0.16], [-0.29, -0.24, 0.02], [-0.14, -0.27, 0.24], [-0.03, 0.22, 0.22], [-0.18, -0.35, 0.37], [-0.41, 0.62, -0.12], [-0.29, 0.14, 0.22], [0.66, -0.28, 0.10], [-0.08, -0.22, -1.06], [-0.44, -0.32, -0.08], [1.89, -1.06, 1.03], [-0.05, 0.33, -0.04], [-0.07, -0.46, -0.12], [0.65, 0.23, 0.02], [0.07, -0.01, 0.08], [-0.10, -0.04, 0.14], [-0.14, 0.18, 0.64], [-0.39, 0.17, 0.00], [-0.48, 0.38, -0.01], [-0.96, 0.42, -0.13], [0.08, 0.30, -0.44]]
}